Computed, not measured: a gas-phase ion, C3H7BrN4 (charge +2) at a distorted geometry, with ωB97M-V with the def2-TZVPD basis set.

Structure (XYZ):
```
15
C3H7BrN4 (ωB97M-V with the def2-TZVPD basis set)
C 0.102 1.734 0.743
N 0.834 1.623 -0.434
C 1.403 0.413 -0.748
N 0.812 -0.749 -0.368
C -0.462 -0.982 0.071
N -0.843 -2.205 0.293
N -1.219 0.085 0.241
Br -2.997 0.326 -0.333
H -0.761 2.546 0.860
H 0.479 1.324 1.710
H 0.837 2.440 -1.118
H 2.357 0.296 -1.440
H 1.304 -1.598 -0.586
H -1.590 -2.221 0.942
H -0.256 -3.031 0.168
```

Summary:
net charge: +2
calculated total energy: -79206.0553 eV
F_max: 3.98 eV/A
LUMO level (spin up / spin down): -10.7 / -10.7 eV
ΔE to the lowest compared entry with this formula, charge and spin: 76.4 kcal/mol
SMILES: C=[NH+]/C=[NH+]\C(N)=N\Br
gap between HOMO and LUMO (spin up / spin down): 7.1 / 7.1 eV